ORCA calculation (ωB97M-V with the def2-TZVPD basis set) on 2 unconnected molecules or ions with the total composition C4H7NO2.

The geometry in XYZ format:
```
14
Properties=species:S:1:pos:R:3:forces:R:3
N 0.095 1.266 0.846 -0.10 0.17 -0.46
H 1.116 -1.831 -0.276 -0.04 0.13 -0.07
H 0.360 -0.714 -2.400 0.05 0.04 0.11
O 0.048 1.098 -1.512 -0.01 0.02 0.04
H -1.880 -0.438 1.184 -0.05 -0.10 -0.01
O -1.902 -1.333 0.822 -0.17 0.12 0.07
H 0.513 -0.542 1.800 0.07 0.09 -0.10
H 1.920 0.329 1.208 -0.12 -0.04 -0.03
C 0.446 -0.222 -1.439 0.19 -0.28 0.21
H -1.497 -1.237 -0.047 0.00 -0.06 0.04
H -0.756 2.614 -0.450 0.06 -0.11 0.04
C -0.207 1.686 -0.305 0.02 -0.04 0.42
C 0.890 0.042 0.956 0.10 -0.11 0.00
C 0.848 -0.781 -0.303 -0.01 0.17 -0.26
```
Forces are in eV/Å.

Values from the calculation:
* HOMO: -9.36 eV
* SMILES: C1=COC=NC1.O
* Kohn-Sham gap: 10.136 eV
* energy relative to the best compared isomer or geometry (same formula, charge and spin): 43.55 kcal per mole
* total charge: 0


ORCA calculation (ωB97M-V with the def2-TZVPD basis set) on a molecular structure, C34H30NO2Pt.

The geometry in XYZ format:
```
68
Properties=species:S:1:pos:R:3:forces:R:3
H 4.014 2.501 -1.846 -0.59 -0.26 0.03
C -4.321 -3.981 1.957 0.09 0.71 0.27
H -4.644 -0.882 -4.186 0.46 0.13 0.66
C -2.451 -0.805 0.735 -1.06 -0.37 -0.20
C 3.108 1.701 -3.579 -0.37 -0.86 -2.25
C -2.570 0.658 1.212 0.82 -0.26 0.81
C 4.176 1.050 0.553 -0.07 0.16 0.21
H 1.077 -2.671 2.739 -0.51 0.04 -0.15
Pt 0.270 -0.236 1.944 0.50 0.38 -0.02
H -6.116 -0.595 -2.288 0.35 -0.14 0.22
C 4.764 -0.227 0.475 -0.83 0.92 -0.30
O -1.153 -1.131 0.579 0.63 -0.70 0.04
H 6.920 2.845 1.381 -0.05 0.02 0.26
C 0.780 -1.737 3.235 0.93 -0.14 -0.11
H -2.160 0.598 2.249 -0.52 0.69 -0.49
H 3.690 2.369 -4.242 -0.55 -0.33 0.41
C 1.794 -0.309 -3.348 -0.77 0.22 0.26
C 6.275 2.000 1.181 0.28 -1.57 -0.08
H 0.024 -1.950 4.003 0.25 0.03 -0.01
C -1.633 1.448 0.369 -0.31 0.65 -0.65
C 3.276 1.778 -2.230 0.09 -0.06 0.93
C -2.305 -0.880 -1.759 0.15 -0.51 0.45
C 4.897 2.168 0.972 0.88 -1.37 -0.62
H -4.847 -4.795 1.500 0.16 -0.58 -0.27
C 6.092 -0.420 0.739 -0.05 0.28 0.13
C 2.589 0.880 -1.365 1.10 0.17 -0.64
O 2.176 -0.039 0.872 -0.47 -0.34 -0.16
C 2.293 0.657 -4.167 1.20 0.99 0.61
C 1.911 2.337 0.499 0.38 0.34 -0.54
H -3.203 2.131 -0.920 0.28 0.09 0.03
H -2.765 -0.866 3.552 0.17 1.04 0.44
H 1.747 -1.418 3.673 -0.50 0.05 0.39
C 0.055 3.000 -1.101 -0.22 0.57 -0.14
H -4.016 -2.316 4.867 -0.03 -0.33 0.72
H 2.428 3.236 0.052 -0.60 -0.83 0.48
C -4.491 -0.695 -0.802 -2.16 0.30 -0.52
H -3.450 -3.220 0.067 -0.46 -0.10 1.03
H -5.176 -0.565 0.057 0.51 -0.24 -0.42
H -1.687 3.656 -2.224 0.10 -0.14 0.15
C -4.177 -0.823 -3.178 -2.08 -0.29 -1.77
C -5.045 -0.715 -2.103 0.57 0.37 0.80
H -2.166 -1.051 -3.882 0.14 0.04 -0.39
H -1.238 -0.978 -1.539 -0.36 0.08 -0.21
H 1.174 -1.085 -3.802 0.26 -0.07 0.39
C 2.695 1.031 0.186 -0.71 -0.13 -0.17
C -4.480 -3.773 3.349 -0.09 0.44 -0.59
C -3.170 -1.798 1.689 -0.13 -1.74 -0.93
C -3.145 -0.807 -0.630 1.47 -0.34 -0.73
C -3.272 -1.645 3.052 -0.32 -1.30 -0.35
H 1.827 2.428 1.586 0.22 0.11 -0.05
H 1.465 -0.875 -1.274 0.07 0.07 -0.26
H -3.570 1.086 1.125 -0.02 -0.22 0.35
H -5.086 -4.438 4.003 0.62 0.46 -0.69
C -2.825 -0.930 -3.045 0.78 0.18 1.23
C -1.311 3.036 -1.412 0.89 -0.44 -0.42
C 1.926 -0.167 -1.970 -0.62 -0.60 1.54
C -3.913 -2.613 3.845 -0.03 0.51 -0.02
H 0.763 3.610 -1.667 -0.16 -0.18 0.31
C 0.499 2.235 -0.034 0.28 0.17 0.30
H 6.463 -1.441 0.657 0.39 0.38 0.19
C -3.637 -3.061 1.155 0.17 1.23 0.10
H 4.443 3.125 1.086 -0.28 0.53 -0.03
C 6.855 0.701 1.092 -0.32 0.82 0.19
H 4.053 -0.999 0.204 0.40 -0.24 0.04
C -2.134 2.195 -0.714 -0.71 -0.06 0.83
H 7.892 0.552 1.364 0.14 0.21 -0.18
N -0.333 1.434 0.663 -0.21 0.69 -0.03
H 2.081 0.489 -5.208 0.41 0.67 -0.46
```
Forces are in eV/Å.

Values from the calculation:
* HOMO (alpha / beta): -3.29 / -4.79 eV
* Kohn-Sham gap (alpha / beta): 6.107 / 7.566 eV
* spin multiplicity: 3
* total charge: -1


ORCA calculation (ωB97M-V with the def2-TZVPD basis set) on a molecular structure, C26H27IrN2O6S3Te.

The geometry in XYZ format:
```
66
Properties=species:S:1:pos:R:3:forces:R:3
C 0.709 -3.744 -0.192 0.02 -0.02 0.00
H -3.877 -3.118 1.263 -0.01 -0.01 -0.01
O -1.788 -4.627 -0.170 0.03 -0.01 -0.02
N -1.185 -2.443 -1.267 0.02 0.00 -0.05
H -2.380 -1.234 0.827 0.01 0.01 -0.02
H 0.527 0.673 -2.677 -0.07 -0.02 0.03
C -2.897 1.096 -0.813 -0.04 0.02 0.00
H -2.122 3.895 0.431 0.00 -0.01 0.01
C 2.111 -1.865 0.316 0.04 0.05 0.00
H -2.502 1.919 -2.747 0.00 0.02 0.00
C -1.912 3.347 1.354 -0.01 0.08 -0.01
C -1.816 -3.468 3.927 0.00 0.00 0.00
C 0.923 -2.377 -0.183 0.02 -0.03 0.00
C 1.587 0.851 -2.700 -0.01 0.00 0.07
C -3.074 -2.903 1.954 0.02 0.03 0.03
H -3.789 2.283 1.313 0.00 0.02 0.01
C 3.039 -2.755 0.848 -0.01 -0.02 0.01
H -0.137 -2.219 4.366 0.00 0.00 0.00
C 2.769 1.610 0.664 0.06 0.09 -0.03
S 4.336 1.704 -0.061 -0.01 -0.02 -0.01
O -2.284 1.109 0.500 0.03 -0.05 -0.05
H 5.439 1.367 -2.852 0.00 0.00 0.00
H 1.342 3.820 1.303 0.05 0.01 0.01
O -0.944 2.344 -1.442 -0.02 -0.03 -0.16
C -0.247 -1.692 -0.804 -0.01 -0.03 0.04
H -2.662 0.112 -1.213 0.02 0.01 0.01
O -0.543 -4.658 -2.309 0.01 -0.02 -0.02
H -2.585 1.612 2.434 -0.01 -0.01 0.00
H 4.170 0.809 -4.907 0.00 0.00 0.00
H 1.727 0.473 -4.790 0.00 0.00 0.00
C -1.160 -1.583 2.571 0.02 -0.08 -0.06
C 2.791 -4.123 0.863 0.00 0.01 0.00
H 2.336 -0.807 0.268 -0.04 -0.18 0.04
O -0.350 -0.398 -0.941 -0.08 -0.03 -0.08
C 3.676 1.344 -1.622 -0.02 -0.01 0.02
H -2.833 3.161 -1.525 -0.01 0.00 0.01
C 0.316 4.164 1.253 -0.02 -0.02 -0.04
C 2.293 1.164 -1.536 0.03 0.06 0.00
C -2.728 2.084 1.462 0.00 -0.02 0.02
N 1.794 1.342 -0.219 0.00 0.09 0.03
Ir -0.179 1.153 0.280 -0.16 0.43 -0.09
C -2.345 2.198 -1.702 0.00 -0.01 -0.02
Te 0.245 -0.026 2.478 0.02 -0.15 0.33
S 2.629 1.824 2.326 -0.01 0.01 -0.03
H -0.872 4.300 -2.120 0.01 0.01 -0.01
H -2.122 4.001 2.203 -0.03 -0.01 0.00
C 4.367 1.225 -2.821 0.00 0.00 0.02
H 0.101 4.663 0.305 0.01 -0.01 0.01
C 2.276 0.730 -3.893 0.00 0.00 -0.01
S -0.817 -4.048 -1.047 -0.03 0.02 0.03
C 3.656 0.915 -3.962 -0.01 0.00 -0.01
C -0.320 3.364 -2.235 -0.02 0.00 0.05
O -0.522 2.995 1.384 0.17 -0.15 -0.04
H 0.698 3.477 -1.874 0.02 -0.01 -0.01
C 1.619 -4.642 0.321 0.00 0.00 0.01
H -3.532 -4.553 3.241 0.00 0.00 -0.01
C -2.224 -1.839 1.705 0.00 -0.01 0.02
C -0.962 -2.406 3.686 0.00 0.01 -0.01
H 3.528 -4.794 1.283 0.00 0.00 0.00
H 3.971 -2.375 1.245 0.00 0.00 0.01
H -1.654 -4.106 4.786 0.00 0.00 0.00
H -3.975 1.202 -0.695 0.00 -0.02 0.00
H 0.109 4.833 2.087 0.00 -0.01 0.00
H 1.432 -5.706 0.295 0.00 0.00 0.00
H -0.304 3.064 -3.283 -0.01 0.00 -0.01
C -2.872 -3.716 3.061 -0.01 0.00 -0.01
```
Forces are in eV/Å.

Values from the calculation:
* HOMO (alpha / beta): -10.53 / -10.57 eV
* Kohn-Sham gap (alpha / beta): 7.150 / 5.373 eV
* spin multiplicity: 2
* energy relative to the best compared isomer or geometry (same formula, charge and spin): 12.35 kcal per mole
* total charge: +1


ORCA calculation (ωB97M-V with the def2-TZVPD basis set) on C2H4N2O2 in the gas phase.

The geometry in XYZ format:
```
10
Properties=species:S:1:pos:R:3:forces:R:3
H -1.001 -1.047 0.419 -2.01 -0.69 0.04
N 0.220 1.291 0.059 -0.73 1.75 -0.80
O 2.605 -1.229 -0.029 0.81 -0.48 -0.04
C -0.040 -1.257 0.086 4.19 4.64 -0.26
O 2.793 0.946 0.017 -0.53 -1.53 -0.19
H 0.491 -2.197 -0.130 -0.66 0.70 0.60
H -0.825 1.614 -0.124 3.38 -1.54 0.32
N 2.152 -0.127 0.003 -0.12 2.42 -0.14
H 1.000 1.819 -0.403 -1.44 0.23 0.84
C 0.678 0.012 0.068 -2.89 -5.50 -0.37
```
Forces are in eV/Å.

Values from the calculation:
* HOMO (alpha / beta): -8.77 / -8.77 eV
* SMILES: C=C(N)[N+](=O)[O-]
* Kohn-Sham gap (alpha / beta): 8.152 / 8.153 eV
* energy relative to the best compared isomer or geometry (same formula, charge and spin): 130.98 kcal per mole
* total charge: 0


Calculated total energy list, top to bottom, in Ha: -361.811452 -1638.115900 -3134.560725 -338.444461